21 unconnected molecules or ions with the total composition C71H194N32O31 at a distorted geometry. Source: the Open Molecules 2025 dataset; level of theory: ωB97M-V/def2-TZVPD.

Results
- relative energy (zero: lowest compared OMol25 entry of this formula, charge and spin) (kJ/mol) = 0.0
- multiplicity = 1
- molar mass (g/mol) = 1992.53
- frontier orbital gap (eV) = 8.47
- calculated total energy (eV) = -187927.0096
- E_HOMO (eV) = -8.297

Last column: Mulliken charge in e.
Atoms and positions in Å:
1 C 28.88 24.09 16.12  -1.007
2 O 28.54 22.77 15.88  0.284
3 C 29.09 22.13 14.68  -1.036
4 C 28.49 20.75 14.62  -0.145
5 N 27.05 20.93 14.36  1.048
6 C 26.26 19.74 14.48  0.156
7 C 26.66 18.60 13.49  0.397
8 O 26.47 19.05 12.18  0.550
9 C 27.11 18.23 11.23  -0.698
10 H 29.96 24.33 15.82  0.309
11 H 28.81 24.29 17.19  0.272
12 H 28.18 24.77 15.61  0.252
13 H 30.19 21.98 14.84  0.448
14 H 28.89 22.75 13.81  0.377
15 H 28.66 20.23 15.55  -0.187
16 H 28.95 20.17 13.80  0.557
17 H 26.90 21.36 13.42  -0.133
18 H 25.18 19.92 14.25  -0.962
19 H 26.31 19.34 15.51  -0.222
20 H 26.06 17.70 13.76  -0.472
21 H 27.77 18.35 13.58  0.166
22 H 26.87 18.59 10.23  0.249
23 H 26.85 17.18 11.34  -0.182
24 H 28.21 18.34 11.19  0.296
25 C 29.30 22.66 9.82  -0.900
26 O 28.17 22.66 10.66  -0.160
27 C 27.01 22.41 9.89  -0.388
28 C 25.74 22.83 10.62  -0.711
29 N 25.52 21.93 11.78  0.385
30 C 24.46 22.43 12.68  0.660
31 C 23.07 22.23 12.17  -0.686
32 O 22.72 20.78 12.03  -0.472
33 C 22.16 20.29 13.23  0.477
34 H 29.47 21.67 9.36  0.324
35 H 30.11 22.94 10.50  0.254
36 H 29.33 23.44 9.08  0.346
37 H 26.85 21.27 9.73  0.083
38 H 27.07 22.92 8.89  0.471
39 H 24.92 22.86 9.87  0.293
40 H 25.87 23.86 11.01  0.308
41 H 25.38 20.94 11.49  -0.175
42 H 24.69 23.49 12.88  0.780
43 H 24.60 21.87 13.61  -1.226
44 H 23.09 22.64 11.16  0.517
45 H 22.30 22.68 12.87  0.048
46 H 22.61 20.60 14.22  -0.137
47 H 22.25 19.20 13.06  -0.533
48 H 21.11 20.58 13.29  0.318
49 C 30.99 13.35 13.90  -0.530
50 O 30.57 13.88 12.63  -0.492
51 C 29.45 14.63 12.72  -0.256
52 C 28.16 13.84 13.00  -0.081
53 N 26.95 14.68 12.64  0.136
54 C 25.71 14.08 13.01  -0.837
55 C 24.60 15.17 12.92  2.882
56 O 24.48 15.51 11.55  -0.694
57 C 23.87 16.87 11.47  1.382
58 H 31.33 14.10 14.63  0.223
59 H 31.84 12.69 13.73  0.359
60 H 30.11 12.79 14.32  0.155
61 H 29.41 15.25 11.84  0.354
62 H 29.48 15.43 13.48  0.114
63 H 28.17 13.67 14.11  -0.390
64 H 28.19 12.83 12.55  0.347
65 H 26.96 14.93 11.66  0.297
66 H 25.77 13.69 14.03  -0.295
67 H 25.59 13.19 12.37  0.491
68 H 24.77 16.09 13.50  -1.008
69 H 23.73 14.62 13.32  -0.927
70 H 22.95 16.91 12.05  -1.112
71 H 23.66 17.19 10.45  0.601
72 H 24.63 17.55 11.87  -0.666
73 C 24.81 17.36 17.21  -0.035
74 O 24.18 16.88 16.08  0.704
75 C 22.78 17.20 15.97  -0.236
76 C 22.09 16.16 15.02  1.045
77 N 20.63 16.42 14.96  1.257
78 C 19.92 15.33 15.76  -1.055
79 C 18.63 16.08 16.37  1.340
80 O 17.99 15.22 17.32  1.161
81 C 16.78 15.74 17.81  -1.218
82 H 24.39 16.83 18.11  -0.032
83 H 24.64 18.40 17.44  0.211
84 H 25.87 17.12 17.13  -0.546
85 H 22.74 18.23 15.59  -0.226
86 H 22.28 17.06 16.92  -0.409
87 H 22.30 15.10 15.26  -0.291
88 H 22.51 16.25 14.01  -0.900
89 H 20.36 16.42 13.96  -0.140
90 H 20.56 15.14 16.62  0.466
91 H 19.73 14.46 15.14  0.104
92 H 17.87 16.38 15.66  -0.801
93 H 18.99 17.00 16.84  -0.488
94 H 15.85 15.51 17.25  -0.472
95 H 16.82 16.82 17.91  0.815
96 H 16.63 15.35 18.83  0.176
97 C 29.84 21.25 18.33  -0.755
98 O 29.68 19.90 17.98  -0.342
99 C 28.73 19.09 18.72  0.168
100 C 29.08 17.61 18.52  -1.119
101 N 28.88 17.28 17.14  0.601
102 C 28.68 15.85 16.74  -0.630
103 C 29.69 14.86 17.24  -0.493
104 O 30.98 15.19 16.88  -0.444
105 C 31.95 14.24 17.33  -0.736
106 H 30.40 21.41 19.32  0.350
107 H 28.91 21.81 18.33  0.216
108 H 30.45 21.76 17.60  0.227
109 H 27.71 19.24 18.27  -0.356
110 H 28.74 19.44 19.76  0.635
111 H 28.39 17.04 19.18  0.413
112 H 30.07 17.40 18.94  0.308
113 H 29.57 17.73 16.58  0.320
114 H 28.81 15.91 15.71  0.398
115 H 27.70 15.52 17.07  -0.400
116 H 29.27 13.90 16.88  0.350
117 H 29.69 14.66 18.33  0.309
118 H 31.99 14.36 18.45  0.304
119 H 32.93 14.37 16.89  0.261
120 H 31.53 13.25 17.08  0.305
121 C 18.68 18.49 21.05  -0.878
122 O 19.95 17.83 20.92  -0.215
123 C 20.05 17.12 19.70  0.726
124 C 21.43 16.43 19.67  -1.130
125 N 21.48 15.44 20.76  0.759
126 C 22.79 15.01 21.12  -0.738
127 C 22.77 14.25 22.44  -0.302
128 O 23.96 14.48 23.21  -0.363
129 C 24.21 13.43 24.17  -0.769
130 H 18.56 19.27 20.27  0.323
131 H 18.68 18.96 22.02  0.399
132 H 17.86 17.73 21.08  0.133
133 H 19.94 17.79 18.84  -0.313
134 H 19.26 16.39 19.62  0.220
135 H 22.29 17.11 19.75  0.111
136 H 21.56 15.83 18.73  0.054
137 H 20.99 15.91 21.54  0.251
138 H 23.55 15.78 21.35  0.394
139 H 23.27 14.33 20.40  -0.095
140 H 22.80 13.19 22.25  -0.001
141 H 21.88 14.40 23.04  0.436
142 H 23.29 13.16 24.76  0.320
143 H 24.97 13.78 24.90  0.275
144 H 24.63 12.50 23.71  0.263
145 C 22.93 12.00 15.90  -0.365
146 O 24.16 12.63 16.15  0.109
147 C 24.92 12.03 17.18  -0.600
148 C 26.17 12.88 17.31  0.081
149 N 27.11 12.47 18.40  0.136
150 C 27.63 11.13 18.34  -0.641
151 C 28.99 11.03 18.99  -0.248
152 O 28.79 11.27 20.37  -0.315
153 C 29.93 11.73 20.99  -0.605
154 H 22.49 12.60 15.12  -0.298
155 H 22.15 12.05 16.75  0.146
156 H 23.05 10.98 15.56  0.383
157 H 25.16 10.99 16.95  0.378
158 H 24.24 11.98 18.03  0.260
159 H 25.86 13.93 17.44  -0.130
160 H 26.80 12.81 16.40  -0.234
161 H 26.62 12.66 19.30  0.244
162 H 27.88 10.91 17.30  0.442
163 H 26.96 10.38 18.80  0.304
164 H 29.53 11.87 18.57  -0.117
165 H 29.39 10.09 18.72  0.473
166 H 30.82 11.07 20.85  0.285
167 H 29.69 11.96 22.02  0.275
168 H 30.27 12.68 20.48  0.146
169 C 15.21 10.03 20.84  -0.474
170 O 16.34 10.08 20.06  -0.497
171 C 16.28 10.96 18.98  -0.612
172 C 16.41 12.42 19.39  2.414
173 N 17.60 12.59 20.24  -0.321
174 C 18.85 12.78 19.52  0.409
175 C 20.06 12.51 20.39  -0.684
176 O 20.04 11.08 20.67  -0.340
177 C 21.28 10.66 21.13  -0.573
178 H 15.14 10.87 21.59  0.196
179 H 15.14 9.08 21.37  0.368
180 H 14.30 10.16 20.19  0.068
181 H 15.31 10.89 18.52  0.438
182 H 17.09 10.69 18.29  0.118
183 H 15.58 12.66 20.05  -1.801
184 H 16.54 13.18 18.59  -0.408
185 H 17.65 11.72 20.72  0.467
186 H 19.06 13.70 19.04  -0.008
187 H 18.97 11.96 18.74  -0.063
188 H 19.85 12.95 21.38  0.248
189 H 21.01 12.90 19.99  0.205
190 H 21.27 9.60 21.33  0.301
191 H 21.59 11.20 22.06  0.249
192 H 22.05 10.91 20.41  0.089
193 C 21.83 12.18 11.63  -0.358
194 O 20.71 13.04 11.34  -0.463
195 C 20.14 13.55 12.57  -0.046
196 C 18.94 14.52 12.32  -0.504
197 N 19.29 15.94 12.23  1.634
198 C 20.21 16.38 11.20  -0.510
199 C 19.77 15.87 9.83  -1.345
200 O 18.42 16.28 9.54  -0.410
201 C 17.82 15.51 8.49  -0.898
202 H 21.58 11.27 12.20  0.283
203 H 22.53 12.69 12.28  -0.099
204 H 22.16 11.89 10.63  0.266
205 H 20.87 14.11 13.20  -0.258
206 H 19.76 12.61 13.14  0.428
207 H 18.21 14.30 13.09  -0.053
208 H 18.55 14.12 11.39  0.441
209 H 18.46 16.51 12.34  -0.804
210 H 21.21 16.00 11.35  -0.133
211 H 20.29 17.46 11.28  0.919
212 H 19.79 14.80 9.82  0.404
213 H 20.41 16.29 9.06  0.588
214 H 17.85 14.44 8.67  0.331
215 H 18.38 15.68 7.54  0.295
216 H 16.76 15.84 8.42  0.269
217 C 13.40 19.40 19.46  -0.937
218 O 13.73 18.04 19.74  -0.341
219 C 14.75 17.90 20.73  -0.712
220 C 14.71 16.53 21.38  0.000
221 N 13.49 16.47 22.17  -0.255
222 C 13.42 15.35 23.06  -1.402
223 C 13.48 13.89 22.52  0.271
224 O 12.31 13.72 21.77  -0.378
225 C 12.31 12.41 21.25  -0.617
226 H 13.01 19.38 18.45  0.236
227 H 14.30 20.01 19.45  0.384
228 H 12.67 19.85 20.16  0.282
229 H 14.52 18.67 21.47  0.607
230 H 15.76 18.02 20.32  0.148
231 H 15.57 16.46 22.07  0.466
232 H 14.70 15.68 20.69  -0.188
233 H 12.70 16.30 21.59  0.358
234 H 12.46 15.49 23.62  0.394
235 H 14.19 15.39 23.87  0.438
236 H 13.52 13.23 23.44  0.451
237 H 14.38 13.75 21.90  -0.144
238 H 12.49 11.71 22.04  0.482
239 H 13.04 12.26 20.46  0.017
240 H 11.28 12.27 20.82  0.293
241 C 25.05 22.07 17.26  0.307
242 O 24.08 22.03 18.04  -0.861
243 N 25.02 22.54 16.04  -0.086
244 N 26.27 21.58 17.53  0.215
245 H 25.90 22.67 15.59  0.118
246 H 24.23 23.11 15.73  0.222
247 H 26.92 21.46 16.80  -0.448
248 H 26.38 21.21 18.47  0.143
249 C 19.00 19.59 16.08  0.263
250 O 18.18 20.43 16.33  -1.218
251 N 20.04 19.27 16.83  2.097
252 N 18.90 18.84 14.93  1.054
253 H 20.05 19.76 17.74  -0.697
254 H 20.51 18.39 16.69  -0.731
255 H 19.66 18.17 14.73  -0.408
256 H 18.15 19.03 14.29  -0.230
257 C 15.31 14.84 13.16  0.460
258 O 14.51 13.95 13.29  -0.687
259 N 15.57 15.70 14.17  0.354
260 N 15.63 15.32 11.97  -0.164
261 H 15.70 15.14 15.02  -0.300
262 H 16.27 16.44 14.04  -0.053
263 H 16.32 16.03 11.82  -0.100
264 H 15.09 14.77 11.27  0.246
265 C 14.63 19.11 16.10  0.317
266 O 13.43 18.81 16.20  -0.803
267 N 15.47 18.09 15.94  1.328
268 N 15.13 20.34 16.08  -0.031
269 H 14.97 17.22 16.03  -0.638
270 H 16.44 18.17 15.83  -0.687
271 H 14.42 21.02 15.97  0.235
272 H 16.10 20.62 16.18  0.173
273 C 17.72 11.39 15.18  0.369
274 O 18.93 11.31 15.39  -0.502
275 N 16.95 10.28 14.80  -0.445
276 N 17.00 12.57 15.23  0.519
277 H 17.49 9.47 15.08  0.295
278 H 15.95 10.20 15.05  0.170
279 H 16.01 12.63 15.20  -0.081
280 H 17.46 13.22 15.88  -0.472
281 C 21.05 22.80 15.75  0.629
282 O 21.97 23.17 14.98  -0.597
283 N 21.19 22.74 17.07  -0.279
284 N 19.80 22.49 15.25  -0.356
285 H 22.16 22.71 17.47  0.225
286 H 20.54 22.30 17.71  0.118
287 H 19.89 22.45 14.25  0.243
288 H 19.13 21.86 15.68  0.056
289 C 12.43 14.94 17.30  0.381
290 O 12.07 13.84 17.05  -0.718
291 N 12.51 15.93 16.38  -0.255
292 N 12.91 15.30 18.58  0.171
293 H 12.70 15.71 15.40  0.278
294 H 12.88 16.81 16.74  -0.004
295 H 12.51 14.70 19.30  0.105
296 H 13.11 16.26 18.83  0.064
297 C 23.65 18.45 23.22  0.648
298 O 23.83 19.63 22.91  -0.719
299 N 24.73 17.63 23.11  -0.224
300 N 22.40 17.98 23.55  -0.413
301 H 24.61 16.64 23.07  0.147
302 H 25.66 18.06 23.19  0.209
303 H 21.72 18.37 22.92  0.136
304 H 22.17 17.04 23.74  0.312
305 C 16.52 18.78 11.77  0.529
306 O 17.08 18.08 12.62  -0.343
307 N 15.86 19.89 12.23  -0.477
308 N 16.57 18.38 10.51  -0.100
309 H 15.37 20.45 11.57  0.213
310 H 15.38 19.65 13.07  0.165
311 H 17.16 17.58 10.42  -0.072
312 H 15.91 18.67 9.82  0.249
313 C 21.31 20.67 20.02  0.304
314 O 20.22 20.71 19.34  -0.838
315 N 22.41 20.30 19.29  0.140
316 N 21.31 20.70 21.35  -0.181
317 H 22.14 20.43 18.29  -0.021
318 H 23.23 20.89 19.41  0.283
319 H 20.40 20.84 21.71  0.273
320 H 22.14 20.69 21.99  0.180
321 C 13.41 10.82 16.00  0.644
322 O 14.16 9.87 15.83  -0.781
323 N 12.59 10.95 17.02  -0.434
324 N 13.36 11.83 15.16  -0.251
325 H 12.16 11.87 17.17  0.390
326 H 12.79 10.41 17.85  0.244
327 H 12.79 12.68 15.28  0.142
328 H 13.84 11.73 14.32  0.191

A molecular structure, C71H52Br2N2O5P3SiV at a distorted geometry. Source: the Open Molecules 2025 dataset; level of theory: ωB97M-V/def2-TZVPD.

Results
- multiplicity = 2
- total charge = -1
- molar mass (g/mol) = 1344.97
- frontier orbital gap (spin up / spin down) (eV) = 4.58 / 4.56
- calculated total energy (eV) = -289199.9034
- E_HOMO (spin up / spin down) (eV) = -3.598 / -3.573

Last column: Mulliken charge in e.
Atoms and positions in Å:
1 V 0.01 0.25 0.81  0.556
2 C -5.37 0.37 2.09  -1.042
3 C -4.66 1.47 1.64  -0.616
4 C -3.60 1.30 0.78  -0.269
5 C -3.20 0.03 0.37  0.971
6 C -3.92 -1.07 0.84  -0.532
7 C -5.00 -0.89 1.68  -0.361
8 P -1.73 -0.14 -0.73  1.835
9 C -2.34 0.94 -2.08  2.262
10 C -1.44 1.70 -2.82  -0.484
11 C -1.90 2.50 -3.86  -0.848
12 C -3.25 2.54 -4.16  -1.092
13 C -4.15 1.80 -3.42  -0.966
14 C -3.70 1.01 -2.38  -0.670
15 C -2.00 -1.83 -1.36  -0.171
16 C -3.02 -2.22 -2.22  -0.348
17 C -3.19 -3.56 -2.53  -0.966
18 C -2.35 -4.51 -1.99  -0.989
19 C -1.30 -4.12 -1.17  -0.554
20 C -1.11 -2.78 -0.86  1.639
21 Si 0.27 -2.09 0.25  -0.385
22 C 1.99 -1.77 -0.50  -0.403
23 C 3.05 -1.51 0.56  0.204
24 C 4.49 -1.63 0.07  -1.185
25 C 4.50 0.10 -1.93  -1.961
26 C 3.38 0.16 -2.70  -1.053
27 C 2.07 0.05 -2.21  0.544
28 P 0.60 -0.76 -2.85  1.262
29 C 0.25 -0.04 -4.50  0.796
30 C -0.91 -0.52 -5.11  -0.448
31 C -1.28 -0.09 -6.37  -0.909
32 C -0.50 0.84 -7.04  -0.618
33 C 0.63 1.35 -6.42  -0.918
34 C 1.00 0.92 -5.16  -0.587
35 C 1.18 -2.36 -3.59  1.970
36 C 0.25 -3.33 -3.94  -0.307
37 C 0.66 -4.53 -4.50  -0.949
38 C 2.00 -4.78 -4.71  -0.808
39 C 2.94 -3.82 -4.36  -0.859
40 C 2.53 -2.62 -3.81  -0.908
41 C 0.71 -3.33 1.61  1.071
42 C 1.17 -4.63 1.50  -0.483
43 C 1.60 -5.33 2.61  -1.088
44 C 1.59 -4.71 3.86  -0.868
45 C 1.16 -3.40 3.99  -0.776
46 C 0.72 -2.72 2.86  -0.742
47 P 0.10 -0.99 2.84  2.723
48 C -1.59 -1.31 3.47  0.161
49 C -2.21 -2.53 3.23  -0.711
50 C -3.45 -2.81 3.76  -0.756
51 C -4.12 -1.86 4.52  -0.994
52 C -3.54 -0.61 4.70  -0.640
53 C -2.29 -0.33 4.17  -0.319
54 C 1.00 -0.45 4.36  0.906
55 C 2.37 -0.26 4.19  -0.219
56 C 3.20 0.04 5.26  -0.740
57 C 2.66 0.15 6.53  -0.915
58 C 1.31 -0.06 6.72  -0.804
59 C 0.48 -0.36 5.65  -0.862
60 H -6.21 0.50 2.77  0.347
61 H -4.95 2.47 1.95  0.445
62 H -3.07 2.17 0.41  0.157
63 H -3.64 -2.07 0.52  0.303
64 H -5.56 -1.75 2.02  0.462
65 H -0.39 1.68 -2.58  -0.214
66 H -1.20 3.08 -4.44  0.514
67 H -3.60 3.17 -4.97  0.434
68 H -5.20 1.84 -3.65  0.378
69 H -4.41 0.46 -1.78  0.498
70 H -3.68 -1.48 -2.67  0.310
71 H -3.99 -3.86 -3.20  0.372
72 H -2.48 -5.56 -2.22  0.331
73 H -0.62 -4.86 -0.78  0.150
74 H 2.88 -1.87 1.58  0.360
75 H 5.22 -1.75 0.87  0.657
76 H 5.48 0.29 -2.35  0.205
77 H 3.49 0.38 -3.76  0.301
78 H -1.53 -1.23 -4.58  0.138
79 H -2.19 -0.47 -6.83  0.447
80 H -0.78 1.17 -8.03  0.373
81 H 1.22 2.09 -6.94  0.420
82 H 1.86 1.35 -4.68  0.357
83 H -0.80 -3.16 -3.77  0.375
84 H -0.08 -5.28 -4.77  0.444
85 H 2.33 -5.72 -5.14  0.367
86 H 3.99 -4.01 -4.50  0.516
87 H 3.27 -1.89 -3.54  0.451
88 H 1.22 -5.09 0.52  0.435
89 H 1.96 -6.34 2.52  0.366
90 H 1.92 -5.26 4.73  0.372
91 H 1.18 -2.93 4.97  0.438
92 H -1.71 -3.28 2.63  0.370
93 H -3.91 -3.78 3.59  0.429
94 H -5.08 -2.08 4.96  0.353
95 H -4.07 0.15 5.26  0.449
96 H -1.86 0.64 4.33  0.313
97 H 2.80 -0.38 3.21  0.301
98 H 4.26 0.17 5.10  0.482
99 H 3.30 0.38 7.37  0.384
100 H 0.89 0.00 7.72  0.456
101 H -0.57 -0.55 5.83  0.523
102 C -0.16 2.36 2.99  -0.509
103 C 1.23 2.20 2.46  0.855
104 C 2.21 3.07 2.89  -1.548
105 C 3.51 2.93 2.45  -1.556
106 C 3.80 1.91 1.55  1.007
107 C 5.14 1.65 1.06  -0.086
108 Br 6.57 2.74 1.72  -0.277
109 C 5.45 0.71 0.17  -1.396
110 C 4.43 -0.15 -0.47  1.772
111 Br 4.84 -3.03 -1.21  -0.185
112 C 3.02 -0.02 0.15  0.108
113 O 1.94 -0.26 -0.80  0.456
114 C 2.75 1.09 1.11  -0.767
115 N 1.49 1.20 1.59  1.295
116 H -0.15 2.26 4.08  0.621
117 H -0.84 1.62 2.56  -1.163
118 H -0.54 3.35 2.74  0.649
119 H 1.95 3.86 3.58  0.613
120 H 4.28 3.61 2.80  0.447
121 H 6.48 0.56 -0.15  0.563
122 O 1.11 2.34 -0.73  -0.670
123 C 0.04 2.80 -0.31  -0.077
124 O -0.87 2.09 0.21  0.029
125 C -0.20 4.27 -0.35  -0.107
126 C 0.89 5.12 -0.13  -0.386
127 C 0.73 6.48 -0.09  -0.736
128 C -0.55 7.02 -0.29  -0.316
129 C -1.64 6.18 -0.54  -0.704
130 C -1.47 4.82 -0.56  -0.130
131 N -0.74 8.41 -0.20  0.995
132 O -1.87 8.87 -0.37  -0.627
133 O 0.24 9.13 0.07  -0.624
134 H 1.86 4.67 0.02  0.488
135 H 1.55 7.14 0.09  0.506
136 H -2.61 6.64 -0.71  0.519
137 H -2.31 4.17 -0.75  0.595

> What is the molar mass in the first record?

1992.53 g/mol